{
  "formula": "C4H9BO2",
  "method": "ωB97M-V/def2-TZVPD",
  "elements": ["B", "C", "C", "C", "C", "O", "O", "H", "H", "H", "H", "H", "H", "H", "H", "H"],
  "coordinates": [[-0.1637, 1.0177, -0.9607], [0.2337, -2.2828, -0.3110], [-0.4358, -1.3380, 0.3113], [-0.2198, 0.6469, 1.7361], [0.0893, 0.0578, 0.3537], [-1.0360, 0.6073, -1.9696], [0.6955, 2.0772, -1.1349], [-0.0626, -3.2807, -0.3310], [1.1801, -2.1128, -0.5924], [-1.2647, -1.6075, 1.0085], [0.0495, 1.7919, 1.8807], [-1.2096, 0.5988, 2.0866], [0.4183, 0.1583, 2.5303], [1.7252, 0.0660, 0.1814], [-0.8905, 1.0206, -2.8076], [0.8911, 2.5794, -1.9814]],
  "e_homo_ev": -8.98,
  "relative_energy_kj_mol": 282.3,
  "gap_ev": 9.3,
  "multiplicity": 1,
  "e_lumo_ev": 0.277,
  "total_charge": 0
}

=====

{
  "formula": "C3HO3V",
  "method": "ωB97M-V/def2-TZVPD",
  "elements": ["O", "C", "H", "C", "O", "C", "O", "V"],
  "coordinates": [[-0.8652, 0.5465, 0.4079], [0.1438, 0.7306, 1.3575], [-0.1661, 1.1693, 2.3023], [1.2389, -0.0241, 1.1911], [1.3023, -0.9017, 0.2496], [-0.4188, -0.3401, -0.5159], [-0.6114, -0.0255, -1.6961], [-0.6235, -1.1550, -3.2964]],
  "e_homo_ev": [-2.60, -1.64],
  "gap_ev": [5.6, 4.7],
  "s2": 3.92,
  "multiplicity": 4,
  "e_lumo_ev": [2.995, 3.014],
  "total_charge": -1
}

=====

{
  "formula": "C14H17F3N2O",
  "method": "ωB97M-V/def2-TZVPD",
  "elements": ["O", "C", "N", "C", "C", "C", "C", "C", "C", "F", "F", "F", "C", "N", "C", "C", "C", "C", "C", "C", "H", "H", "H", "H", "H", "H", "H", "H", "H", "H", "H", "H", "H", "H", "H", "H", "H"],
  "coordinates": [[0.0219, 1.8220, 0.2030], [0.7323, 1.1508, -0.5137], [0.8766, -0.2205, -0.4081], [0.2704, -1.0779, 0.4972], [0.6388, -2.4252, 0.4715], [0.0647, -3.3313, 1.3400], [-0.8906, -2.9192, 2.2535], [-1.2603, -1.5818, 2.2733], [-2.2761, -1.0976, 3.2686], [-1.7005, -0.4953, 4.3287], [-3.0303, -2.0885, 3.7742], [-3.1315, -0.2036, 2.7501], [-0.6921, -0.6564, 1.4116], [1.4843, 1.7298, -1.4889], [2.2457, 1.1223, -2.5603], [3.1545, 2.1784, -3.1985], [2.3685, 3.2237, -3.9873], [1.4866, 2.5562, -5.0375], [0.5435, 1.5565, -4.3764], [1.3367, 0.4896, -3.6276], [1.5529, -0.6581, -1.0151], [1.3838, -2.7592, -0.2375], [0.3632, -4.3677, 1.3074], [-1.3440, -3.6216, 2.9343], [-0.9854, 0.3802, 1.4414], [1.3116, 2.7200, -1.5732], [2.8937, 0.3440, -2.1294], [3.8445, 1.6690, -3.8740], [3.7448, 2.6621, -2.4178], [3.0689, 3.9095, -4.4675], [1.7432, 3.8163, -3.3159], [0.9115, 3.3126, -5.5739], [2.1154, 2.0357, -5.7637], [-0.0843, 1.0799, -5.1313], [-0.1143, 2.0767, -3.6772], [1.9609, -0.0638, -4.3327], [0.6477, -0.2159, -3.1584]],
  "e_homo_ev": -8.68,
  "smiles": "O=C(Nc1cccc(C(F)(F)F)c1)NC1CCCCC1",
  "relative_energy_kj_mol": 0.0,
  "gap_ev": 9.2,
  "multiplicity": 1,
  "e_lumo_ev": 0.516,
  "total_charge": 0
}

=====

{
  "formula": "C17H35AgBrO6",
  "method": "ωB97M-V/def2-TZVPD",
  "elements": ["Ag", "C", "C", "O", "H", "H", "H", "H", "H", "Br", "C", "C", "O", "C", "H", "H", "H", "H", "H", "H", "C", "C", "O", "C", "H", "H", "H", "H", "H", "H", "C", "C", "O", "C", "H", "H", "H", "H", "H", "H", "C", "C", "O", "C", "H", "H", "H", "H", "H", "H", "C", "C", "O", "C", "H", "H", "H", "H", "H", "H"],
  "coordinates": [[-0.3264, 0.2055, -0.6230], [0.0309, -1.9132, 3.2269], [0.9827, -1.5249, 2.0851], [0.3645, -1.2077, 0.9242], [-0.8415, -1.2603, 3.2337], [0.5240, -1.7802, 4.1962], [-0.2626, -2.9614, 3.1645], [1.7123, -2.3395, 1.9221], [1.5974, -0.6680, 2.4318], [-0.8208, 1.9578, -2.6485], [3.7812, 0.2376, 0.7687], [2.9716, 1.4327, 0.3433], [1.9591, 1.3338, -0.3023], [3.4582, 2.7781, 0.8071], [4.0899, 0.3375, 1.8112], [4.7143, 0.2348, 0.1869], [3.2836, -0.7035, 0.5565], [4.5348, 2.7929, 0.9772], [2.9939, 2.9933, 1.7782], [3.1314, 3.5641, 0.1315], [3.3244, -1.5853, -2.7658], [1.9174, -1.0864, -3.0004], [1.1095, -1.0454, -2.1045], [1.5312, -0.7132, -4.4027], [4.0256, -1.1331, -3.4674], [3.3712, -2.6652, -2.9425], [3.6300, -1.4270, -1.7341], [1.2745, -1.6303, -4.9444], [2.3263, -0.1852, -4.9258], [0.6380, -0.0867, -4.3855], [-4.4937, -0.8755, 0.9990], [-3.3019, -0.0219, 1.3431], [-2.5644, 0.3824, 0.4835], [-3.1836, 0.4638, 2.7677], [-4.6248, -1.6837, 1.7210], [-4.3629, -1.2750, -0.0020], [-5.3790, -0.2370, 1.0296], [-2.9683, -0.3645, 3.4457], [-4.1316, 0.9055, 3.0874], [-2.4119, 1.2271, 2.8178], [-0.0044, 3.2935, 2.9489], [-0.1951, 3.2511, 1.4532], [-0.3963, 2.2109, 0.8774], [-0.1336, 4.5357, 0.6990], [0.3483, 2.3230, 3.2922], [-0.9571, 3.5493, 3.4184], [0.7113, 4.0637, 3.2446], [0.8845, 4.9031, 0.5684], [-0.6829, 5.3244, 1.2319], [-0.6284, 4.4307, -0.2653], [-2.7943, -3.4717, -1.5760], [-2.1033, -2.3070, -2.2237], [-1.7620, -1.3419, -1.5883], [-1.7988, -2.4425, -3.6879], [-2.5745, -3.5387, -0.5108], [-2.4774, -4.4299, -2.0001], [-3.8762, -3.4227, -1.7264], [-2.6457, -2.9245, -4.1803], [-0.8898, -3.0238, -3.8476], [-1.6292, -1.4556, -4.1188]],
  "e_homo_ev": [-7.18, -6.77],
  "relative_energy_kj_mol": 0.0,
  "gap_ev": [7.8, 5.3],
  "s2": 0.76,
  "multiplicity": 2,
  "e_lumo_ev": [0.596, -1.475],
  "total_charge": 0
}

=====

{
  "formula": "C14H21FeNP",
  "method": "ωB97M-V/def2-TZVPD",
  "elements": ["C", "Fe", "N", "H", "H", "H", "H", "H", "H", "H", "H", "C", "P", "C", "C", "C", "C", "C", "C", "C", "C", "C", "C", "C", "C", "H", "H", "H", "H", "H", "H", "H", "H", "H", "H", "H", "H", "H"],
  "coordinates": [[-1.1635, 2.1770, -1.7223], [-0.9355, 0.2521, -1.9273], [0.7522, -0.5099, -2.8415], [-1.5715, 0.1594, -3.5136], [1.5490, 0.0180, -2.4794], [-2.1148, 0.6624, -3.1000], [-1.2621, 2.5172, -2.7665], [-0.2628, 2.5567, -1.2168], [-2.0700, 2.3678, -1.1235], [0.9161, -1.4923, -2.6176], [0.7767, -0.4104, -3.8572], [-2.2338, -0.8640, 1.0062], [-0.7525, -0.2030, 0.2096], [-0.2533, 1.1669, 1.3215], [-1.2637, 1.9523, 1.9196], [-0.9566, 3.1779, 2.5201], [0.3701, 3.6161, 2.5754], [1.3789, 2.8249, 2.0205], [1.0738, 1.6241, 1.3752], [0.3689, -1.6784, 0.2122], [1.7484, -1.5764, 0.4361], [2.5750, -2.6787, 0.2061], [2.0399, -3.8998, -0.2048], [0.6616, -4.0168, -0.4014], [-0.1688, -2.9201, -0.1807], [-3.0136, -0.0968, 1.0519], [-1.9586, -1.1892, 2.0193], [-2.6086, -1.7221, 0.4390], [-2.2990, 1.6168, 1.9052], [-1.7503, 3.7941, 2.9404], [0.6142, 4.5767, 3.0295], [2.4165, 3.1468, 2.0727], [1.8771, 1.0557, 0.9123], [2.1836, -0.6586, 0.8151], [3.6468, -2.5820, 0.3697], [2.6933, -4.7580, -0.3704], [0.2417, -4.9735, -0.7186], [-1.2448, -3.0328, -0.3161]],
  "e_homo_ev": [0.37, -3.12],
  "relative_energy_kj_mol": 0.0,
  "gap_ev": [2.6, 5.9],
  "s2": 6.07,
  "multiplicity": 5,
  "e_lumo_ev": [2.987, 2.796],
  "total_charge": -1
}

=====

{
  "formula": "C4H6N3S",
  "method": "ωB97M-V/def2-TZVPD",
  "elements": ["C", "C", "C", "C", "N", "N", "N", "S", "H", "H", "H", "H", "H", "H"],
  "coordinates": [[-1.2406, 0.4559, 1.4779], [0.0824, 0.3200, 1.3106], [-0.9552, -0.9723, -0.1810], [1.6922, 0.8791, -1.5327], [-1.8774, -0.4010, 0.6325], [0.2476, -0.5932, 0.2501], [2.2973, -0.1433, -1.6551], [0.7933, 2.1711, -1.4257], [-1.6070, 1.1122, 2.1813], [0.9656, 0.8025, 1.8503], [-1.3527, -1.6481, -0.9055], [-2.8738, -0.5205, 0.6243], [2.7068, -0.5139, -2.5272], [1.1214, -0.9485, -0.0998]],
  "e_homo_ev": -13.32,
  "relative_energy_kj_mol": 90.7,
  "gap_ev": 9.8,
  "multiplicity": 1,
  "e_lumo_ev": -3.564,
  "total_charge": 1
}

=====

{
  "formula": "C3H3OPr",
  "method": "ωB97M-V/def2-TZVPD",
  "elements": ["C", "C", "H", "H", "Pr", "C", "O", "H"],
  "coordinates": [[0.3074, -0.8034, -0.0285], [-0.5850, -0.4814, 0.9073], [-0.2856, 0.1609, 1.7508], [-1.5844, -0.9298, 0.9511], [0.9354, -3.3126, -0.5907], [-0.2749, 2.7782, -0.7858], [0.6285, 2.6921, -1.4682], [0.8585, -0.1040, -0.7361]],
  "e_homo_ev": [-21.97, -21.97],
  "gap_ev": [3.9, 4.5],
  "s2": 3.75,
  "multiplicity": 4,
  "e_lumo_ev": [-18.020, -17.434],
  "total_charge": 3
}

=====

{
  "formula": "C17H43NO15P3",
  "method": "ωB97M-V/def2-TZVPD",
  "elements": ["C", "C", "C", "C", "N", "C", "C", "O", "O", "C", "C", "O", "H", "H", "H", "H", "H", "H", "H", "H", "H", "H", "H", "H", "H", "H", "H", "H", "C", "O", "P", "O", "O", "C", "O", "C", "H", "H", "H", "H", "H", "H", "H", "H", "H", "C", "O", "P", "O", "O", "C", "O", "C", "H", "H", "H", "H", "H", "H", "H", "H", "H", "C", "O", "P", "O", "O", "C", "O", "C", "H", "H", "H", "H", "H", "H", "H", "H", "H"],
  "coordinates": [[4.1446, -1.8427, 1.2760], [4.3128, -0.6752, 0.1400], [3.0436, -0.8297, -0.8385], [2.3769, 0.5480, -1.3244], [2.3977, 1.6561, -0.3079], [1.7663, 1.3231, 1.0128], [0.1764, 1.1475, 0.9772], [-0.4279, 1.2730, 2.0824], [-0.6055, 0.8190, -0.1771], [-1.1476, -0.5338, 0.0242], [-0.4421, -1.8691, -0.5030], [-2.2101, -0.6805, 0.6845], [5.1285, -2.0993, 1.7965], [3.3268, -1.5031, 2.0248], [3.6941, -2.7406, 0.7018], [5.2885, -0.8927, -0.4304], [4.3602, 0.3088, 0.7221], [2.2428, -1.5456, -0.4101], [3.4287, -1.3604, -1.7939], [3.0110, 0.9201, -2.2196], [1.3470, 0.3066, -1.7514], [3.3899, 1.9697, -0.2277], [1.8966, 2.4636, -0.7469], [1.9771, 2.2217, 1.7126], [2.2001, 0.4081, 1.5389], [0.1209, -1.6027, -1.4757], [0.3273, -2.2252, 0.2875], [-1.1900, -2.7286, -0.6638], [-0.3119, -7.2454, 2.6199], [0.3616, -6.7936, 1.4445], [1.6500, -5.6946, 1.7537], [1.6471, -5.2047, 0.3134], [2.7098, -6.9455, 1.9155], [2.6590, -8.0471, 1.0182], [2.8895, -4.5902, 2.1893], [3.4166, -4.7326, 3.5096], [-1.0681, -7.9771, 2.3323], [0.3951, -7.7158, 3.3097], [-0.8018, -6.4026, 3.1133], [2.2452, -7.7719, 0.0470], [2.0622, -8.8485, 1.4568], [3.6732, -8.4255, 0.8712], [4.0170, -5.6412, 3.5819], [2.6084, -4.7603, 4.2415], [4.0581, -3.8752, 3.7189], [-3.2068, 1.8693, 2.1033], [-3.7587, 3.1122, 1.6619], [-5.4792, 3.1742, 1.7126], [-5.5162, 4.3561, 0.7579], [-5.4349, 3.7119, 3.2717], [-4.4854, 4.6921, 3.6621], [-7.1924, 3.0995, 1.7892], [-7.7395, 2.1800, 2.7347], [-2.1151, 1.9452, 2.0904], [-3.5373, 1.6433, 3.1226], [-3.5156, 1.0686, 1.4308], [-4.1802, 5.3280, 2.8297], [-3.6085, 4.2017, 4.0893], [-4.9298, 5.3208, 4.4373], [-7.5778, 2.5411, 3.7521], [-7.2886, 1.1943, 2.6123], [-8.8136, 2.1049, 2.5598], [1.7262, 4.7333, -3.3698], [1.5690, 3.5035, -4.0769], [-0.0681, 3.1332, -4.4794], [0.3049, 1.6747, -4.6953], [0.0801, 3.9595, -5.8969], [1.2718, 3.8570, -6.6649], [-1.7078, 2.7961, -4.8542], [-2.5760, 3.9268, -4.9596], [2.7907, 4.9142, -3.2098], [1.3071, 5.5630, -3.9458], [1.2253, 4.6702, -2.3989], [1.7921, 2.9126, -6.4989], [1.9357, 4.6887, -6.4224], [1.0131, 3.9317, -7.7235], [-2.3493, 4.4958, -5.8630], [-2.4777, 4.5657, -4.0814], [-3.6033, 3.5667, -5.0250]],
  "e_homo_ev": -11.03,
  "relative_energy_kj_mol": 489.2,
  "gap_ev": 6.1,
  "multiplicity": 1,
  "e_lumo_ev": -4.953,
  "total_charge": 1
}

=====

{
  "formula": "C14H25Cl3HfO",
  "method": "ωB97M-V/def2-TZVPD",
  "elements": ["C", "C", "C", "C", "C", "C", "C", "C", "C", "C", "Hf", "Cl", "Cl", "Cl", "H", "H", "H", "H", "H", "H", "H", "H", "H", "H", "H", "H", "H", "H", "H", "O", "H", "C", "C", "C", "C", "H", "H", "H", "H", "H", "H", "H", "H", "H"],
  "coordinates": [[-0.6819, 0.8850, -2.0364], [-1.4663, -0.2883, -2.1790], [-0.6410, -1.4018, -1.8864], [-2.8302, -0.3844, -2.7716], [0.6447, -0.9303, -1.4773], [0.6355, 0.5301, -1.5276], [1.8693, 1.3142, -1.8290], [-1.0072, 2.1591, -2.7157], [-1.0123, -2.8099, -2.2041], [1.8758, -1.7633, -1.6026], [-0.2477, 0.1750, 0.6829], [-2.5601, -0.1886, 0.9268], [-0.8058, 2.4596, 1.0979], [-0.0465, -2.1632, 1.3363], [-3.3903, 0.5386, -2.5887], [-3.4068, -1.1855, -2.2903], [-2.8494, -0.5747, -3.8647], [-1.9331, -3.1440, -1.6813], [-0.2286, -3.5422, -1.9435], [-1.2148, -2.9413, -3.2918], [1.8248, -2.6735, -0.9852], [2.7718, -1.1830, -1.3593], [2.0302, -2.1135, -2.6433], [2.7676, 0.7694, -1.5262], [1.9422, 2.2715, -1.2477], [1.9992, 1.4529, -2.9236], [-1.9588, 2.6157, -2.3832], [-1.1087, 1.9779, -3.8060], [-0.2180, 2.9156, -2.6004], [2.7015, 2.1782, 0.0558], [2.7251, 3.1180, 0.1377], [2.3312, 0.4138, 4.5576], [1.2729, -0.1393, 3.5982], [-0.1281, 0.1677, 4.1392], [1.5207, 0.3216, 2.1271], [2.2422, 1.4985, 4.6869], [3.3450, 0.1505, 4.2380], [2.1368, -0.0554, 5.5226], [1.3838, -1.2411, 3.5834], [-0.3652, 1.2429, 4.0923], [-0.8915, -0.4251, 3.6102], [-0.1275, -0.1381, 5.1948], [1.9469, 1.3278, 2.0692], [2.2290, -0.3438, 1.6011]],
  "e_homo_ev": 0.29,
  "gap_ev": 5.1,
  "multiplicity": 1,
  "e_lumo_ev": 5.401,
  "total_charge": -2
}

=====

{
  "formula": "C9H9N3OS",
  "method": "ωB97M-V/def2-TZVPD",
  "elements": ["C", "C", "C", "C", "C", "C", "C", "C", "C", "N", "N", "N", "O", "S", "H", "H", "H", "H", "H", "H", "H", "H", "H"],
  "coordinates": [[3.3696, 1.0231, -0.2242], [3.1189, -0.1235, 0.5385], [2.4065, 1.8514, -0.6726], [1.8182, -0.4447, 0.7937], [1.0999, 1.5510, -0.3357], [0.7953, 0.3171, 0.3348], [-1.0595, 1.4115, -0.0572], [-1.4155, -0.8190, 0.9082], [-2.3321, -1.6797, -1.2032], [-0.0990, 2.2137, -0.4903], [-0.5952, 0.2775, 0.4651], [-2.5194, -1.0431, 0.0586], [-3.9997, 0.8279, 1.1247], [-3.4563, 0.4337, -0.1494], [4.3825, 1.2882, -0.4998], [4.0056, -0.6865, 0.8695], [2.6130, 2.7646, -1.2199], [1.4968, -1.1966, 1.4765], [-0.8116, -1.6057, 0.9185], [-1.8568, -0.6342, 1.8788], [-1.9433, -2.7834, -1.0096], [-3.3646, -1.8667, -1.6452], [-1.6533, -1.0765, -1.8598]],
  "e_homo_ev": [-8.46, -8.37],
  "relative_energy_kj_mol": 311.6,
  "gap_ev": [7.1, 7.0],
  "multiplicity": 1,
  "e_lumo_ev": [-1.330, -1.349],
  "total_charge": 0
}

=====

{
  "formula": "C23H22ClLiO4",
  "method": "ωB97M-V/def2-TZVPD",
  "elements": ["C", "C", "O", "C", "C", "C", "C", "C", "C", "Cl", "C", "C", "C", "C", "O", "O", "C", "C", "O", "H", "H", "H", "H", "H", "H", "H", "H", "H", "H", "H", "H", "H", "H", "H", "C", "Li", "C", "C", "C", "C", "C", "C", "C", "C", "H", "H", "H", "H", "H", "H", "H"],
  "coordinates": [[-2.7079, 0.5606, -5.3318], [-1.3180, 0.6882, -4.7689], [-1.4716, 0.6985, -3.3257], [-0.3145, 0.8331, -2.6541], [-0.5245, 0.9258, -1.1653], [0.2139, 1.8071, -0.4589], [-0.2212, 2.4746, 0.7682], [-0.5950, 3.8281, 0.6965], [-1.0272, 4.5041, 1.8383], [-1.5589, 6.1275, 1.7028], [-1.0323, 3.8636, 3.0868], [-0.6281, 2.5266, 3.1626], [-0.2591, 1.8308, 2.0120], [-1.4513, -0.0453, -0.4942], [-1.9908, 0.1197, 0.5825], [-1.5719, -1.1707, -1.2247], [-2.4196, -2.1711, -0.6196], [-2.3869, -3.3492, -1.5530], [0.7870, 0.9025, -3.1710], [-2.6694, 0.5105, -6.4219], [-3.2011, -0.3473, -4.9697], [-3.3243, 1.4178, -5.0485], [-0.6882, -0.1637, -5.0577], [-0.8374, 1.6223, -5.0956], [1.0620, 2.2298, -1.0037], [-0.5696, 4.3366, -0.2643], [-1.3543, 4.4169, 3.9648], [-0.6033, 2.0129, 4.1262], [0.0193, 0.7781, 2.0559], [-2.0335, -2.4302, 0.3750], [-3.4277, -1.7499, -0.5233], [-3.0534, -4.1345, -1.1903], [-2.7049, -3.0562, -2.5601], [-1.3782, -3.7704, -1.6245], [1.6517, -2.8688, 0.5664], [5.1226, -0.0804, 2.8509], [1.3492, -1.7532, -0.2569], [1.8361, -0.5824, 0.3815], [2.4455, -0.9535, 1.6208], [2.3821, -2.3963, 1.7105], [3.0306, -3.0348, 2.7792], [3.5528, -2.2717, 3.8194], [3.3424, -0.8807, 3.8779], [2.9210, -0.1953, 2.7182], [1.4037, -3.9079, 0.3688], [0.8488, -1.7893, -1.2204], [1.8733, 0.4242, -0.0141], [3.1002, -4.1274, 2.7789], [4.0268, -2.7604, 4.6783], [3.5113, -0.3455, 4.8201], [2.8437, 0.8958, 2.6752]],
  "e_homo_ev": -6.16,
  "gap_ev": 4.8,
  "multiplicity": 1,
  "e_lumo_ev": -1.354,
  "total_charge": 0
}

=====

Number 1: F_max 4.36 eV/Å. Number 2: F_max 3.43 eV/Å. Number 3: F_max 0.69 eV/Å. Number 4: F_max 1.46 eV/Å. Number 5: F_max 2.73 eV/Å. Number 6: F_max 2.27 eV/Å. Number 7: F_max 2.25 eV/Å. Number 8: F_max 10.34 eV/Å. Number 9: F_max 3.05 eV/Å. Number 10: F_max 4.42 eV/Å. Number 11: F_max 2.08 eV/Å.